This record from OMol25 describes a cluster of 8 separate species, C8H32O8 in total in a non-equilibrium geometry. The level of theory is ωB97M-V with the def2-TZVPD basis set.

SMILES ... CO.CO.CO.CO.CO.CO.CO.CO
HOMO ... -9.440 eV
2S+1 ... 1
Energy relative to the best compared isomer or geometry (same formula, charge and spin) ... 331.2 kJ/mol
Kohn-Sham gap ... 10.0863 eV
LUMO energy ... 0.6 eV

```
48
C8H32O8 | OMol25 | ωB97M-V with the def2-TZVPD basis set
O 8.807 -4.154 10.795
O 12.776 -6.709 10.417
O 8.737 -1.970 9.376
O 13.375 -1.898 8.956
O 9.329 0.492 9.013
O 12.050 -4.359 8.624
O 15.949 -3.320 10.006
O 11.876 1.189 7.948
C 7.391 -1.853 9.212
C 8.322 1.509 9.222
C 9.987 -3.949 11.550
C 11.542 1.069 6.574
C 12.630 -1.419 10.065
C 10.777 -4.759 8.066
C 14.168 -6.896 10.617
C 16.020 -2.458 11.137
H 10.266 -2.909 11.638
H 6.941 -1.772 8.171
H 16.528 -1.568 10.797
H 12.271 1.504 5.897
H 15.241 -2.882 9.463
H 10.120 -4.949 8.925
H 10.350 -3.945 7.514
H 9.217 -1.130 9.506
H 14.651 -5.935 10.565
H 10.858 -5.553 7.298
H 15.028 -2.221 11.554
H 11.430 0.033 6.213
H 12.872 -0.414 10.389
H 12.968 -2.750 8.730
H 8.002 1.823 8.211
H 11.574 -1.387 9.818
H 12.859 -2.060 10.918
H 10.617 1.667 6.384
H 14.371 -7.345 11.607
H 7.033 -0.999 9.763
H 6.824 -2.706 9.668
H 10.149 0.920 8.835
H 12.426 -5.126 9.086
H 16.659 -2.814 11.937
H 8.663 -3.410 10.178
H 9.723 -4.527 12.453
H 12.602 0.562 8.146
H 12.307 -6.412 11.193
H 10.891 -4.388 11.057
H 7.470 1.108 9.783
H 8.724 2.419 9.706
H 14.579 -7.562 9.851
```

Partial atomic charges computed with the natural (NBO) method, in multiples of e: -0.77, -0.75, -0.77, -0.78, -0.77, -0.79, -0.74, -0.75, -0.25, -0.25, -0.25, -0.26, -0.26, -0.26, -0.25, -0.25, 0.17, 0.16, 0.16, 0.17, 0.49, 0.20, 0.18, 0.52, 0.18, 0.17, 0.16, 0.18, 0.18, 0.51, 0.17, 0.17, 0.17, 0.18, 0.17, 0.16, 0.18, 0.51, 0.50, 0.18, 0.49, 0.18, 0.49, 0.48, 0.14, 0.19, 0.18, 0.19


This record from OMol25 describes a cluster of 8 separate species, C8H32O8 in total in a non-equilibrium geometry. The level of theory is ωB97M-V with the def2-TZVPD basis set.

SMILES ... CO.CO.CO.CO.CO.CO.CO.CO
HOMO ... -9.919 eV
2S+1 ... 1
Energy relative to the best compared isomer or geometry (same formula, charge and spin) ... 360.0 kJ/mol
Kohn-Sham gap ... 10.6689 eV
LUMO energy ... 0.7 eV

```
48
C8H32O8 | OMol25 | ωB97M-V with the def2-TZVPD basis set
O 9.457 9.213 9.876
O 6.978 8.316 10.393
O 11.732 10.725 5.826
O 12.206 6.737 7.409
O 6.515 7.070 7.781
O 13.354 9.011 8.168
O 8.912 8.742 7.176
O 9.783 12.018 9.450
C 8.493 12.497 9.139
C 13.873 10.011 8.958
C 10.435 8.497 10.626
C 10.571 11.538 6.179
C 5.746 8.849 10.806
C 9.357 8.171 5.903
C 6.872 5.656 8.189
C 13.181 5.981 6.740
H 5.031 8.770 10.055
H 10.843 12.372 6.808
H 13.295 10.907 8.842
H 13.199 6.321 5.701
H 9.321 8.918 8.898
H 10.095 7.392 6.065
H 14.935 10.223 8.838
H 7.772 8.838 10.501
H 12.615 7.510 7.806
H 6.445 7.519 8.683
H 9.744 9.062 5.249
H 11.470 9.797 5.923
H 8.211 12.274 8.131
H 9.702 11.056 9.385
H 12.867 4.926 6.773
H 8.499 7.748 5.361
H 5.628 9.894 11.044
H 5.390 8.365 11.772
H 7.831 12.095 9.920
H 8.508 13.588 9.271
H 8.115 8.292 7.451
H 11.227 7.904 10.111
H 7.925 5.669 8.545
H 10.985 9.212 11.259
H 13.805 9.677 9.939
H 9.980 7.814 11.331
H 13.106 9.401 7.313
H 6.777 5.042 7.300
H 9.905 11.770 5.278
H 6.225 5.410 8.981
H 14.153 6.060 7.235
H 10.035 10.920 6.870
```

Partial atomic charges computed with the natural (NBO) method, in multiples of e: -0.81, -0.78, -0.75, -0.77, -0.79, -0.75, -0.79, -0.75, -0.25, -0.23, -0.26, -0.27, -0.26, -0.27, -0.25, -0.25, 0.17, 0.20, 0.18, 0.16, 0.53, 0.21, 0.16, 0.52, 0.50, 0.50, 0.17, 0.47, 0.16, 0.49, 0.17, 0.19, 0.18, 0.16, 0.16, 0.18, 0.51, 0.19, 0.18, 0.18, 0.17, 0.17, 0.49, 0.19, 0.17, 0.18, 0.17, 0.19


This record from OMol25 describes a cluster of 8 separate species, C8H32O8 in total in a non-equilibrium geometry. The level of theory is ωB97M-V with the def2-TZVPD basis set.

SMILES ... CO.CO.CO.CO.CO.CO.CO.CO
HOMO ... -10.263 eV
2S+1 ... 1
Energy relative to the best compared isomer or geometry (same formula, charge and spin) ... 467.6 kJ/mol
Kohn-Sham gap ... 10.5833 eV
LUMO energy ... 0.3 eV

```
48
C8H32O8 | OMol25 | ωB97M-V with the def2-TZVPD basis set
O 2.981 4.272 -8.361
O -3.936 1.153 -4.397
O 0.486 0.955 -0.978
O 3.521 -6.067 -0.036
O 1.268 2.490 7.514
O 6.548 -2.676 3.556
O -3.201 6.919 1.532
O -4.492 -4.033 0.703
C 7.289 -1.524 3.162
C -5.861 -4.291 1.066
C -5.164 0.500 -4.271
C 1.753 4.102 -7.666
C -3.309 5.631 0.958
C 1.199 1.464 6.573
C 0.609 -0.037 0.020
C 2.337 -6.751 0.308
H 3.881 -5.573 0.704
H -4.291 5.237 1.220
H 2.111 2.862 7.245
H -5.819 -4.630 2.101
H -5.729 1.099 -3.556
H -4.191 -4.702 0.084
H 2.549 -7.363 1.186
H 2.164 0.997 6.378
H -3.202 5.620 -0.126
H -6.334 -3.309 1.057
H -4.074 2.073 -4.632
H 2.057 -7.389 -0.530
H 8.298 -1.421 3.562
H 7.354 -1.525 2.074
H 3.165 3.408 -8.738
H -2.278 7.174 1.467
H -2.568 4.931 1.345
H 6.296 -2.605 4.480
H -0.152 0.034 0.798
H 1.557 0.036 0.553
H -6.349 -5.049 0.453
H -5.683 0.438 -5.227
H 0.394 0.764 6.796
H 0.934 2.011 5.668
H -0.360 0.921 -1.431
H 1.550 4.994 -7.074
H 1.532 -6.079 0.606
H 6.774 -0.616 3.474
H 0.621 -1.036 -0.416
H -5.064 -0.506 -3.865
H 0.940 3.841 -8.343
H 1.890 3.256 -6.991
```

Partial atomic charges computed with the natural (NBO) method, in multiples of e: -0.72, -0.73, -0.73, -0.73, -0.70, -0.72, -0.71, -0.73, -0.25, -0.25, -0.24, -0.25, -0.25, -0.25, -0.25, -0.24, 0.47, 0.18, 0.46, 0.17, 0.16, 0.47, 0.16, 0.16, 0.16, 0.18, 0.47, 0.18, 0.16, 0.18, 0.46, 0.46, 0.16, 0.47, 0.16, 0.18, 0.17, 0.16, 0.18, 0.16, 0.47, 0.18, 0.16, 0.16, 0.16, 0.18, 0.16, 0.16


This record from OMol25 describes a cluster of 8 separate species, C8H32O8 in total in a non-equilibrium geometry. The level of theory is ωB97M-V with the def2-TZVPD basis set.

SMILES ... CO.CO.CO.CO.CO.CO.CO.CO
HOMO ... -9.797 eV
2S+1 ... 1
Energy relative to the best compared isomer or geometry (same formula, charge and spin) ... 333.9 kJ/mol
Kohn-Sham gap ... 10.3671 eV
LUMO energy ... 0.6 eV

```
48
C8H32O8 | OMol25 | ωB97M-V with the def2-TZVPD basis set
O 3.586 2.025 -3.069
O 2.460 1.890 0.580
O -0.038 -0.660 -2.500
O -1.646 -2.862 2.326
O 0.440 0.067 1.825
O 1.429 -1.399 -0.147
O -2.348 0.281 -0.629
O -2.355 -0.107 2.277
C -3.030 0.957 2.828
C -3.636 0.713 -0.892
C 1.323 -0.261 2.918
C 1.905 3.134 0.096
C -0.479 -2.030 -2.271
C -1.572 -2.972 0.898
C 2.480 1.905 -3.907
C 2.904 -1.406 -0.052
H -3.976 1.525 -0.242
H -0.421 -2.263 -1.251
H 2.798 1.754 -4.938
H -0.701 -0.033 -2.244
H -2.027 -3.860 0.584
H 3.205 -2.405 0.249
H 1.731 1.393 1.001
H -1.402 0.085 2.075
H 1.129 -0.984 -1.000
H -2.094 -2.083 0.472
H 2.808 3.762 -0.020
H 0.253 -2.633 -2.772
H 1.190 0.458 3.679
H -1.477 -2.293 -2.561
H 3.285 -0.665 0.687
H 1.155 3.522 0.767
H 3.255 -1.054 -1.038
H 1.908 2.862 -3.892
H 1.763 1.095 -3.752
H -4.032 0.572 3.076
H -4.256 -0.215 -0.684
H 1.341 2.892 -0.834
H -2.553 1.172 3.782
H 3.222 2.102 -2.144
H 0.695 -0.395 1.019
H -0.470 -2.933 0.676
H -2.304 0.028 0.316
H 1.129 -1.249 3.301
H -2.994 1.936 2.226
H -3.748 0.905 -1.977
H 2.364 -0.227 2.654
H -2.201 -2.048 2.505
```

Partial atomic charges computed with the natural (NBO) method, in multiples of e: -0.72, -0.76, -0.76, -0.76, -0.80, -0.80, -0.77, -0.79, -0.25, -0.25, -0.25, -0.26, -0.26, -0.26, -0.26, -0.26, 0.17, 0.18, 0.18, 0.49, 0.17, 0.19, 0.48, 0.52, 0.51, 0.16, 0.19, 0.18, 0.18, 0.18, 0.18, 0.17, 0.19, 0.15, 0.17, 0.19, 0.16, 0.16, 0.17, 0.47, 0.51, 0.18, 0.49, 0.19, 0.16, 0.18, 0.17, 0.49


This record from OMol25 describes a cluster of 9 separate species, C8H33FNO8 in total. The level of theory is ωB97M-V with the def2-TZVPD basis set.

HOMO ... -13.601 eV
2S+1 ... 1
Kohn-Sham gap ... 10.7615 eV
LUMO energy ... -2.8 eV
Total charge ... +1

```
51
C8H33FNO8 | OMol25 | ωB97M-V with the def2-TZVPD basis set
F -0.121 1.688 -1.522
O -1.667 -0.416 -4.008
O 2.400 2.520 -5.049
O 0.528 -4.250 -0.299
O 2.993 -0.007 2.891
O 0.693 -0.311 5.002
O 1.458 4.680 2.502
O 2.764 -0.301 -5.205
O -3.607 -2.666 -0.065
N -0.042 -1.474 -1.561
C -1.020 1.047 1.082
C -0.709 -1.220 -0.224
C -0.096 0.077 0.309
C -1.814 -0.769 2.742
C 0.641 0.739 -0.859
C -2.203 0.350 1.757
C -0.194 1.873 2.084
C 0.959 -0.385 -1.848
H -0.489 -2.074 0.404
H -0.179 1.415 3.072
H 0.791 -0.036 -2.862
H -4.174 -2.573 -0.839
H -2.050 -0.037 -4.807
H 2.381 2.272 -5.981
H -2.527 -0.801 3.565
H 1.672 3.141 -4.939
H 1.988 -0.720 -1.748
H -0.558 2.894 2.141
H 0.294 -4.306 0.635
H -1.429 1.760 0.364
H 0.845 1.951 1.753
H 2.360 -1.129 -4.934
H -2.871 -0.051 0.990
H 0.705 -0.210 0.998
H 2.293 0.410 -4.751
H -1.858 -1.750 2.264
H -4.071 -2.179 0.626
H 2.079 -0.250 3.087
H 0.971 0.605 5.118
H -1.088 0.276 -3.667
H -2.777 1.115 2.283
H -0.744 -1.495 -2.304
H 2.369 4.454 2.285
H 3.299 -0.639 2.232
H -0.821 -0.622 3.161
H 0.448 -2.374 -1.546
H 1.368 -0.820 5.465
H -0.191 -4.713 -0.746
H -1.780 -1.229 -0.396
H 1.568 1.189 -0.505
H 1.216 5.349 1.853
```

Partial atomic charges computed with the natural (NBO) method, in multiples of e: -0.36, -0.96, -0.95, -0.96, -0.94, -0.96, -0.94, -0.94, -0.95, -0.52, -0.21, -0.23, -0.27, -0.64, 0.20, -0.40, -0.61, -0.27, 0.24, 0.21, 0.23, 0.48, 0.50, 0.49, 0.23, 0.48, 0.25, 0.24, 0.49, 0.22, 0.21, 0.46, 0.19, 0.23, 0.48, 0.19, 0.48, 0.48, 0.48, 0.47, 0.23, 0.46, 0.47, 0.47, 0.23, 0.46, 0.48, 0.49, 0.26, 0.20, 0.47


This record from OMol25 describes a cluster of 9 separate species, C8H33N15O10 in total in a non-equilibrium geometry. The level of theory is ωB97M-V with the def2-TZVPD basis set.

HOMO ... -6.729 eV
2S+1 ... 1
Energy relative to the best compared isomer or geometry (same formula, charge and spin) ... 804.1 kJ/mol
Kohn-Sham gap ... 6.2426 eV
LUMO energy ... -0.5 eV

```
66
C8H33N15O10 | OMol25 | ωB97M-V with the def2-TZVPD basis set
O 2.216 -4.364 0.757
O 0.447 -1.100 -6.842
O -4.246 3.338 0.082
O 3.466 4.647 2.712
O 2.776 -1.139 5.812
O -2.844 -1.185 -1.760
O 2.724 2.977 1.409
O -3.375 -0.458 3.926
O 3.102 -0.902 -2.642
O 2.209 5.018 0.845
N 3.795 0.005 4.260
N 2.380 1.009 5.385
N -2.906 4.696 1.068
N 4.570 0.595 -3.089
N 4.631 -1.181 -4.239
N 1.130 -6.256 0.488
N 0.360 -0.789 1.106
N 0.483 1.044 -7.277
N -5.007 0.506 5.066
N -4.214 -2.620 -2.683
N -5.025 -0.793 -1.697
N 1.261 -4.988 -1.231
N -2.996 0.768 5.760
N -0.130 0.484 -5.388
N -2.099 3.075 -0.259
C -3.981 -1.521 -2.025
C 3.002 -0.063 5.252
C 4.027 -0.572 -3.313
C 2.800 4.201 1.647
C 0.323 0.062 -6.504
C -3.744 0.257 4.832
C -3.130 3.702 0.263
C 1.679 -5.127 0.041
H -5.955 -1.088 -1.957
H 2.724 1.855 4.954
H 1.683 -4.105 -1.481
H 5.360 -0.781 -4.813
H -1.274 3.649 -0.164
H 3.894 0.699 3.533
H -0.510 1.418 -5.337
H -0.159 -0.850 1.971
H 1.328 -6.578 1.425
H 0.898 -5.665 -1.887
H -3.525 4.729 1.865
H 0.818 1.007 -8.230
H 4.158 1.188 -2.383
H -3.445 -3.141 -3.079
H -0.269 -0.172 -4.632
H 0.207 1.945 -6.914
H -3.263 1.392 6.509
H 0.752 0.129 1.262
H -2.052 0.446 5.604
H 0.784 -6.946 -0.164
H -4.962 0.154 -1.350
H 5.391 0.925 -3.576
H -2.003 5.147 1.116
H 1.002 -1.560 1.225
H -5.402 0.516 5.995
H -2.227 2.343 -0.944
H -0.276 -0.762 0.322
H -5.603 0.053 4.388
H 4.195 -0.899 4.054
H 4.331 -2.060 -4.636
H -5.155 -2.919 -2.897
H 1.617 1.070 6.044
H 3.255 5.535 2.414
```

Partial atomic charges computed with the natural (NBO) method, in multiples of e: -0.66, -0.69, -0.68, -0.72, -0.71, -0.72, -0.84, -0.68, -0.69, -0.84, -0.83, -0.80, -0.84, -0.83, -0.80, -0.84, -0.86, -0.80, -0.83, -0.82, -0.82, -0.87, -0.83, -0.81, -0.83, 0.75, 0.73, 0.74, 0.91, 0.73, 0.75, 0.75, 0.77, 0.38, 0.41, 0.41, 0.39, 0.40, 0.41, 0.38, 0.45, 0.40, 0.41, 0.41, 0.41, 0.42, 0.41, 0.41, 0.37, 0.41, 0.47, 0.40, 0.38, 0.42, 0.37, 0.39, 0.47, 0.39, 0.41, 0.47, 0.40, 0.40, 0.40, 0.38, 0.39, 0.49